No. 1
Here is a 4-piece molecular cluster, C22H15Br2O14 overall from OMol25. Energies are from the ωB97M-V functional and the def2-TZVPD basis.

Summary:
Kohn-Sham gap = 0.159 Ha
Net charge = -1
Energy = -191805.308 eV

Structure (XYZ):
```
53
C22H15Br2O14 (the ωB97M-V functional and the def2-TZVPD basis)
C -6.03026 -1.60683 -1.64464
O -7.89079 -2.95175 -2.46284
C 0.93419 2.39965 0.78415
O 8.65026 0.43403 -1.91601
C 7.59144 -0.05963 1.65763
H 1.05579 0.69619 2.04213
O 4.76416 1.69388 0.41527
C -5.78580 -1.12430 3.04558
H -6.25237 -2.14858 3.32192
H 6.28599 1.56563 -1.70779
H -3.33532 0.13234 -4.52142
O 0.89743 4.14251 -0.78836
C 1.95323 2.16732 -1.52352
C -4.45045 -0.97686 3.91431
H 9.45295 -0.05353 -1.64602
Br -2.85459 -1.13641 1.37912
O 2.28034 -0.84979 0.32061
H 0.15838 4.04470 1.23839
O -4.92328 -0.94564 -5.51327
O 9.48687 -0.70158 0.41227
C -4.48143 -0.60498 -3.23314
H -6.56389 -0.31730 3.28950
C -1.78609 -0.83322 4.21918
C -5.27025 -1.16912 -4.36528
O -1.59713 -1.26456 5.39660
C 8.40346 -0.14049 0.44015
C 7.87244 0.49598 -0.79869
Br -4.74846 -0.76214 5.88767
O -0.72228 -0.20518 3.55879
O 5.63993 0.63415 2.76589
H -5.61385 -1.14631 1.91969
C 1.96729 0.30675 0.09228
C 1.23925 2.99525 -0.54627
H 2.18450 2.61821 -2.47952
C -6.80332 -2.19385 -2.77592
H -6.99950 -2.40400 -4.87466
C 2.29682 0.91260 -1.22961
H -4.27817 -0.40452 -1.13333
C 6.68374 1.10193 -0.81494
O -6.39787 -1.80345 -0.49953
C 1.27455 1.14272 1.07818
O 2.96340 0.13394 -2.12902
H 3.09277 -0.72492 -1.68053
O 0.29292 3.18967 1.69004
C -6.44590 -1.98570 -4.04476
H -7.93642 -2.94820 -1.48624
C 6.40301 0.54954 1.64338
C -3.12689 -0.98215 3.36404
C -4.84103 -0.81041 -1.96418
H 7.99634 -0.51019 2.55392
H 4.83228 1.11581 2.49712
O -3.37810 0.13037 -3.54551
C 5.85972 1.16246 0.39716
```

***

No. 2
Here is C22H15BrCl2IrN3O4S2 as an isolated structure from OMol25. Energies are from the ωB97M-V functional and the def2-TZVPD basis.

Summary:
Kohn-Sham gap (alpha / beta) = 0.254 / 0.210 Ha
Expectation value of S² = 0.76
Multiplicity = 2
Net charge = +1
Energy = -155307.749 eV

Structure (XYZ):
```
50
C22H15BrCl2IrN3O4S2 (the ωB97M-V functional and the def2-TZVPD basis)
S 4.94114 0.11906 2.83181
C -1.98812 0.91877 3.38516
C 0.90401 -4.59149 -0.89682
C 0.66167 1.88496 -2.68347
C -1.29601 -3.84677 -1.44845
C 2.46958 -2.88690 0.03300
H -5.24513 1.65897 3.85089
H 3.24762 -3.58044 0.32544
C 1.93660 1.80710 -2.08490
C -0.36670 -4.86891 -1.37774
C -1.99427 0.75196 2.00240
N 3.72815 -1.38380 1.12842
C 1.18962 -3.29495 -0.50654
H -3.16489 0.80943 0.20928
N 0.27644 -2.30819 -0.57214
C -1.36352 0.82456 -3.45412
S 2.35615 0.90402 1.49781
H -2.29676 -4.02003 -1.81679
Ir 1.19846 -0.27680 -0.05238
C -0.18677 0.74172 -2.66178
H -0.62380 -5.86927 -1.69761
Cl -2.40439 -0.54932 -3.55569
H 4.46056 2.49460 2.74076
H -3.14587 1.39030 5.11675
O -0.40623 1.05657 0.22357
C -1.68210 1.96831 -4.13831
N 2.62801 -1.64756 0.32751
C 0.33347 3.04582 -3.41765
H 1.66821 -5.35299 -0.82792
H 2.65661 2.59237 -2.33531
H -5.26884 1.36551 1.39274
C -0.93297 -2.57112 -1.04247
C -0.83692 3.09110 -4.11480
Br -0.39897 0.73799 4.38801
H 5.22333 1.94990 4.24069
C -3.17761 0.92375 1.28602
H 3.49238 1.66964 4.00443
C 4.45624 1.71961 3.50350
C -4.34973 1.23990 1.94758
O 0.15655 -0.34386 -2.06748
C 3.64608 -0.24638 1.74251
C -4.33455 1.40379 3.32571
O 2.39025 0.94628 -1.29229
C -0.79211 0.38747 1.23598
H -1.62758 -1.74605 -1.08858
H 1.00756 3.89272 -3.41913
C -3.15943 1.25185 4.04497
O -0.09645 -0.66581 1.48283
Cl -1.29359 4.50341 -4.99777
H -2.59534 1.99919 -4.71765
```

***

No. 3
Here is C22H15BrIN3S3W as an isolated structure from OMol25. Energies are from the ωB97M-V functional and the def2-TZVPD basis.

Summary:
Kohn-Sham gap = 0.222 Ha
Net charge = +4
Energy = -139961.362 eV

Structure (XYZ):
```
46
C22H15BrIN3S3W (the ωB97M-V functional and the def2-TZVPD basis)
H 3.39022 2.13094 -1.51865
H 0.70165 -5.54154 1.03025
C -0.78453 -2.80418 -0.22390
H 2.22020 3.46994 -2.68317
C -0.59043 -3.88382 0.61258
H -2.22240 -1.27371 4.64853
C 0.09722 -2.48695 -1.25173
N -0.70720 2.32375 -1.46926
S -3.34338 0.56259 -1.87207
S -2.48297 2.17303 0.90394
C 3.47213 0.78725 0.15277
W -1.40438 0.74197 -0.12969
C 1.42835 -4.37196 -0.61655
H 2.29232 -5.00187 -0.78500
C 1.21856 -3.27222 -1.44723
C 1.35038 0.20760 1.07799
H -2.82249 -0.30701 2.47687
H 3.21773 -0.46505 1.87897
I -0.30443 -0.88201 -2.54434
C 2.72501 0.11230 1.10966
C -4.68921 1.32259 -1.32280
H 0.68361 4.96133 -3.93884
H 0.19640 -1.70213 5.16563
C 1.44308 1.62431 -0.78413
H 1.91418 -3.06039 -2.24953
C 0.29234 4.22886 -3.24324
S -6.01152 1.94504 -1.00111
H 1.90318 -1.04339 3.48922
H 4.55383 0.72719 0.16013
N -0.86097 -0.14855 1.79218
C 2.82063 1.56851 -0.79286
C -1.44351 -1.03734 3.93546
C -1.52875 3.19087 -2.10627
H -1.77679 4.80758 -3.46681
C 0.63073 2.46171 -1.66616
C 0.44522 -0.34679 2.08315
H -2.58277 3.11808 -1.89583
C 0.53716 -4.67511 0.40307
C 1.15143 3.38257 -2.54982
Br -2.42807 -1.80727 -0.08752
H -1.30736 -4.13555 1.38393
N 0.70985 0.92521 0.11852
C -1.06873 4.14178 -2.99131
C -0.10241 -1.26998 4.21830
C -1.78509 -0.48607 2.72154
C 0.85196 -0.91211 3.27514
```

***

No. 4
Here is an isolated molecule of C22H15BrN2OS from OMol25. Energies are from the ωB97M-V functional and the def2-TZVPD basis.

Summary:
Kohn-Sham gap = 0.276 Ha
SMILES = Oc1ccc(/N=C/C=C/c2cccc(Br)c2)cc1-c1nc2ccccc2s1
Net charge = 0
Energy = -108962.831 eV

Structure (XYZ):
```
42
C22H15BrN2OS (the ωB97M-V functional and the def2-TZVPD basis)
C -4.95932 -3.63505 5.01005
H 2.60617 0.23540 -1.36203
N -2.02917 -2.11502 2.53760
H 0.48879 2.31988 -2.20200
C 0.69143 4.37043 -5.77463
S -1.10913 -2.40540 4.94229
C 1.95829 2.73508 -4.55315
C 1.17534 -0.02817 0.84339
C 0.09398 -0.60962 1.49463
C -3.05808 -2.61433 3.26945
C 1.63117 4.39309 -6.79259
H -0.89768 -0.47874 1.09337
C 2.17243 1.86173 -3.41806
Br -0.84896 5.48980 -5.90960
C 0.25374 -1.38428 2.64492
H 1.49441 5.03493 -7.64873
H 0.08247 3.57045 -3.89635
C -2.75661 -2.85210 4.62950
C -0.95396 -1.94842 3.21276
C 1.54870 -1.56475 3.16536
C 1.39144 1.74240 -2.33062
C -4.33685 -2.89812 2.79617
H 3.77752 2.12417 -5.51110
H -5.71245 -4.03293 5.67308
H 3.06748 1.25270 -3.47582
N 0.91715 0.75875 -0.25411
C 2.90546 2.75752 -5.58277
H -3.45150 -3.53696 6.53997
C -5.27280 -3.40482 3.67168
C 1.69803 0.84454 -1.25545
C 2.74328 3.57513 -6.68409
C 2.62721 -0.95144 2.52633
H 3.60542 -1.09077 2.95939
H -4.56673 -2.71493 1.75903
H -6.26779 -3.62841 3.31741
H 1.05917 -2.72171 4.62945
C 2.45648 -0.20146 1.38772
H 3.30491 0.28468 0.92926
O 1.84767 -2.31328 4.24887
C -3.69864 -3.36168 5.50440
H 3.48492 3.58002 -7.46849
C 0.83663 3.56171 -4.66651
```

***

No. 5
Here is C22H15BrN4O5Yb as an isolated structure from OMol25. Energies are from the ωB97M-V functional and the def2-TZVPD basis.

Summary:
Kohn-Sham gap (alpha / beta) = 0.263 / 0.263 Ha
Expectation value of S² = 0.75
Multiplicity = 2
Net charge = +1
Energy = -140827.752 eV

Structure (XYZ):
```
48
C22H15BrN4O5Yb (the ωB97M-V functional and the def2-TZVPD basis)
O 2.42437 -0.32892 1.20712
C -0.28489 4.22153 1.80673
O 0.30502 2.11133 0.91394
C -2.26903 -1.24804 1.01989
H 0.67885 4.60496 1.49726
N -0.18081 -1.97034 0.05085
N -1.63704 0.03691 1.18753
H -3.29374 0.84846 2.07448
N 1.77351 0.32932 -1.44124
C 5.37701 0.10519 -2.42426
H -0.95663 6.05894 2.66807
C -1.98902 -3.55736 0.25953
O 5.69290 0.17778 -3.58439
C -1.13969 -4.54162 -0.29598
H 0.60037 0.09791 -4.44467
C -2.43753 4.51799 2.86083
H -4.19922 -0.80174 1.80354
H 5.73761 -0.12903 -0.57154
C -2.74415 3.21254 2.60224
C -3.32283 -3.83645 0.64177
H -1.52332 -5.54707 -0.43001
C -4.08481 -2.84731 1.18019
C 3.45128 -0.15644 0.40423
H -5.10766 -3.04272 1.47392
Br -3.66785 5.62667 3.74833
C 0.13953 -4.23211 -0.65162
C 0.57787 -2.91377 -0.46691
H -3.70159 2.80807 2.90935
H 0.77875 1.82105 -4.10852
H -0.25811 0.82809 -3.08517
N 3.09129 0.48413 -3.15803
H 0.81150 -4.96763 -1.07004
C 0.67044 0.83891 -3.64784
C -3.55210 -1.55095 1.36827
H -3.71702 -4.83526 0.49926
H 1.58538 -2.62942 -0.74689
H 3.45413 0.59729 -4.09712
Yb 0.58460 0.18026 0.51005
C -1.46538 -2.26842 0.43663
O 4.61523 -0.20751 0.73614
C -2.27690 1.01951 1.72697
C -0.57785 2.88738 1.54112
C 3.09931 0.12659 -1.02175
C -1.82272 2.37437 1.94287
C 1.81841 0.54763 -2.74625
O 6.22106 -0.09898 -1.43806
C -1.19813 5.02482 2.46002
C 3.91959 0.22346 -2.10084
```